1.
{"formula": "C2BrF2O2", "method": "ωB97M-V with the def2-TZVPD basis set", "symbols": ["Br", "F", "F", "O", "O", "C", "C"], "positions_angstrom": [[1.08799, 1.21879, -1.44464], [0.43089, -1.34060, -0.89438], [2.17297, -0.48630, 0.30415], [-1.22172, 1.13463, 1.45124], [-1.89912, -0.53503, 0.02639], [-1.41762, 0.22417, 0.74154], [0.84661, -0.21566, -0.18430]], "forces_ev_per_a": [[0.4, 1.0, -1.4], [1.2, 0.1, -0.3], [-0.9, -0.3, -0.9], [-0.2, -0.1, 0.5], [-1.2, -1.6, -0.8], [1.4, 1.9, 0.4], [-0.8, -1.0, 2.4]], "charge": -1, "spin_multiplicity": 1, "mol_weight_g_mol": 173.9, "de_lowest_kcal_mol": 8.80}

***

2.
{"formula": "C32H30Br3N6O2W", "method": "ωB97M-V with the def2-TZVPD basis set", "symbols": ["W", "Br", "Br", "Br", "O", "O", "N", "N", "N", "N", "N", "N", "C", "C", "C", "C", "C", "C", "C", "C", "C", "C", "C", "C", "C", "C", "C", "C", "C", "C", "C", "C", "C", "C", "C", "C", "C", "C", "C", "C", "C", "C", "C", "C", "H", "H", "H", "H", "H", "H", "H", "H", "H", "H", "H", "H", "H", "H", "H", "H", "H", "H", "H", "H", "H", "H", "H", "H", "H", "H", "H", "H", "H", "H"], "positions_angstrom": [[0.94443, -0.37733, 0.01247], [-3.74683, -2.38299, 5.49456], [1.35823, -3.35787, -0.57031], [3.13532, -1.34511, -2.68398], [0.69924, -1.43931, 1.59092], [-3.44977, -5.03502, 0.29307], [0.48039, -0.67823, -2.12531], [4.94497, 0.60635, 2.42929], [2.78087, 0.18832, 1.05474], [-0.37147, 0.91344, 0.98032], [1.18106, 1.61983, -1.00575], [-0.89697, -1.85917, -0.23385], [-1.28295, -0.63552, -3.75572], [-0.42332, -1.15384, -4.71743], [-0.12848, 4.97726, -0.14876], [-0.86128, 4.64754, 0.95769], [-2.21116, -1.64815, -0.06192], [3.73676, 1.11114, 0.34040], [2.01552, 3.20302, -2.61473], [-0.79394, -0.41015, -2.48483], [1.31104, -1.12704, -3.08722], [-1.23863, -2.89194, 4.25359], [-0.25120, -1.60554, 2.49885], [-0.50800, -3.13031, -0.24102], [-0.33619, 2.30994, 0.68027], [1.36084, 4.24047, -1.99986], [0.48083, 2.63758, -0.42350], [-3.12897, -2.65574, 0.11829], [1.90355, 1.91472, -2.08249], [3.79471, 1.08352, 3.16603], [-1.30141, -4.22986, -0.05740], [-2.67200, -3.98366, 0.12674], [3.54203, -1.08931, 1.31445], [-0.19339, -2.69572, 3.37452], [0.89826, -1.38674, -4.38625], [5.02760, 1.31395, 1.17262], [-2.34658, -2.02853, 4.29712], [-2.38878, -0.92689, 3.46836], [4.80521, -0.80691, 2.16419], [0.56701, 3.97614, -0.86538], [-1.30019, 0.51914, 1.82952], [-0.96116, 3.31045, 1.39091], [2.47978, 0.84485, 2.37966], [-1.33750, -0.69569, 2.55596], [1.60737, -1.74320, -5.11892], [-4.17535, -2.41933, 0.24561], [2.62509, 3.35968, -3.49095], [-0.76810, -1.34264, -5.72490], [3.79125, -1.49296, 0.32776], [-2.31311, -0.40583, -3.98235], [-1.36892, 5.41365, 1.52433], [-4.38461, -4.79794, 0.37733], [3.93470, 0.65662, -0.63387], [2.45580, 1.10812, -2.53794], [1.95767, 1.77687, 2.14582], [-1.52139, 3.11368, 2.29315], [0.64188, -3.37938, 3.34732], [3.21688, 2.05650, 0.19317], [3.92165, 2.14671, 3.37257], [-1.21369, -3.73708, 4.92648], [2.85784, -1.77567, 1.80990], [-0.91904, -5.23814, -0.07279], [-3.21766, -0.23575, 3.51812], [-2.08955, 1.23327, 2.04546], [-0.05825, 6.00276, -0.47895], [5.69538, -1.16334, 1.64626], [1.79915, 0.18444, 2.91763], [-2.54278, -0.61652, -0.07046], [5.90098, 0.96441, 0.61953], [1.44093, 5.25136, -2.37412], [4.74127, -1.34277, 3.11209], [-1.42546, 0.00586, -1.71241], [5.17606, 2.37563, 1.37429], [3.75385, 0.56742, 4.12602]], "forces_ev_per_a": [[-1.6, -0.4, -0.6], [0.1, 0.0, -0.1], [-0.2, 0.0, 0.1], [0.0, -0.1, 0.1], [1.1, 0.1, 1.0], [0.0, 0.1, 0.0], [0.6, -0.1, -0.8], [-0.1, 0.0, -0.1], [0.6, 0.3, 0.2], [-0.2, 0.1, 0.2], [0.0, -0.1, -0.1], [-0.2, 0.1, -0.1], [0.2, 0.1, 0.3], [-0.1, 0.1, 0.0], [-0.1, -0.1, 0.1], [0.1, 0.0, -0.1], [-0.3, -0.2, 0.0], [-0.2, 0.0, -0.2], [-0.1, 0.0, 0.1], [-0.1, 0.1, -0.5], [-0.3, 0.1, -0.1], [-0.1, 0.0, 0.1], [-0.4, -0.2, 0.2], [0.4, -0.4, -0.1], [0.2, 0.3, -0.2], [0.0, -0.1, 0.0], [-0.2, 0.2, 0.3], [0.3, -0.1, -0.1], [0.1, 0.1, 0.0], [-0.1, 0.1, 0.3], [-0.2, 0.4, -0.1], [0.0, 0.0, 0.0], [-0.2, -0.1, -0.2], [-0.3, 0.5, -0.3], [0.1, 0.1, 0.2], [0.2, 0.2, -0.2], [0.0, 0.3, -0.2], [0.0, -0.3, 0.3], [0.1, -0.3, 0.1], [0.0, -0.2, 0.1], [0.2, -0.2, 0.3], [0.2, -0.2, -0.2], [-0.2, -0.1, -0.1], [0.4, -0.1, 0.0], [0.0, 0.0, 0.0], [-0.1, 0.0, 0.0], [0.0, 0.0, 0.0], [0.0, 0.0, 0.0], [0.1, 0.0, 0.1], [0.0, 0.0, 0.0], [0.0, 0.1, 0.0], [0.0, -0.1, 0.0], [0.1, 0.1, 0.1], [0.0, 0.0, 0.0], [0.1, 0.0, 0.1], [0.0, 0.0, 0.0], [0.1, 0.0, 0.0], [0.1, 0.0, 0.0], [0.0, 0.0, 0.0], [0.0, -0.1, 0.1], [0.2, 0.0, 0.0], [0.0, -0.1, 0.0], [-0.1, 0.1, 0.0], [0.0, 0.0, 0.0], [0.0, 0.1, 0.0], [0.0, 0.0, 0.0], [0.1, 0.1, 0.0], [0.0, -0.1, 0.0], [-0.1, 0.0, 0.0], [0.0, 0.1, 0.0], [0.0, 0.0, 0.0], [0.1, 0.1, -0.2], [0.0, 0.0, 0.0], [0.0, 0.0, 0.0]], "charge": 3, "spin_multiplicity": 3, "mol_weight_g_mol": 954.2, "de_lowest_kcal_mol": 20.55}

***

3.
{"formula": "C25H40F3N4O10SSi2Tl", "method": "ωB97M-V with the def2-TZVPD basis set", "symbols": ["Tl", "S", "Si", "Si", "F", "F", "F", "O", "O", "O", "O", "O", "O", "O", "O", "O", "O", "N", "N", "N", "N", "C", "C", "C", "C", "C", "C", "C", "C", "C", "C", "C", "C", "C", "C", "C", "C", "C", "C", "C", "C", "C", "C", "C", "C", "C", "H", "H", "H", "H", "H", "H", "H", "H", "H", "H", "H", "H", "H", "H", "H", "H", "H", "H", "H", "H", "H", "H", "H", "H", "H", "H", "H", "H", "H", "H", "H", "H", "H", "H", "H", "H", "H", "H", "H", "H"], "positions_angstrom": [[0.39555, -0.71128, -0.20146], [-5.75340, 3.15885, -1.50880], [2.24750, 0.98814, 2.50909], [4.45788, 0.24933, 0.07262], [-3.47507, 4.55691, 4.24813], [-4.98571, 3.02307, 4.47463], [-5.08185, 4.40360, 2.81067], [1.91404, -0.93473, -2.04775], [-5.41209, 3.72033, -2.79475], [-0.09150, -5.62505, -1.37222], [-0.37120, -3.49014, -0.92267], [1.08815, 2.19490, -3.47491], [-7.13173, 2.75953, -1.32398], [-0.17970, 1.38281, -1.82493], [-5.15206, 3.82226, -0.36194], [2.81910, -2.34887, -3.53754], [-0.47159, -0.99247, -3.35790], [1.43029, -3.56804, 1.12065], [1.04133, -4.69635, 0.39647], [-1.78736, 1.05259, 1.26855], [-2.57993, -1.76609, -1.06531], [3.12303, -0.15554, 1.32253], [-4.89779, 1.58975, -1.46510], [-3.07673, 1.49234, 3.23338], [-2.91449, 3.15130, 1.51437], [-3.40030, 2.75005, 2.74659], [-4.06687, 1.18772, -2.52856], [3.87264, 1.57849, -1.11025], [0.54730, -6.87346, -1.10528], [-2.10736, 2.26426, 0.81661], [0.26728, 1.29241, -2.94621], [3.49267, 1.73086, 3.70250], [1.02431, -0.02444, 3.51939], [-3.32583, 0.04908, -2.42398], [1.87737, -1.75471, -3.03011], [1.38519, 2.40062, 1.61991], [5.90708, 0.93634, 1.06199], [-4.25010, 3.68969, 3.56495], [5.02612, -1.29229, -0.80967], [-5.03810, 0.77467, -0.31617], [-0.09630, 0.22493, -3.95397], [-2.26704, 0.68409, 2.45372], [0.48055, -2.03496, -3.60614], [-3.39458, -0.72683, -1.22684], [0.16819, -4.53744, -0.63542], [-4.30547, -0.35990, -0.19100], [5.33870, -2.05095, -0.08535], [0.45258, -0.70995, 2.88989], [0.08013, -2.92222, -3.11564], [3.09694, -1.20416, 1.63021], [2.09925, 3.19480, 1.38917], [-3.44642, 1.14816, 4.18882], [-5.72495, 1.09598, 0.45612], [1.58609, -5.53878, 0.47333], [3.34457, 2.37224, -0.57476], [-1.99286, -0.30821, 2.79919], [-0.94125, 0.62644, -4.52706], [4.15031, 2.44482, 3.20513], [-1.71574, 2.52910, -0.15914], [2.96921, 2.26005, 4.50325], [-2.63160, -2.35199, -0.24761], [-3.18990, 4.10081, 1.07937], [5.89185, -1.07069, -1.43900], [5.69477, 1.93065, 1.45917], [0.13593, -7.57169, -1.82648], [4.24786, -1.70074, -1.45568], [1.55940, -0.61588, 4.26692], [-2.65909, -0.28634, -3.20636], [6.78419, 1.01829, 0.41476], [3.20637, 1.14137, -1.85449], [0.60719, 2.83021, 2.25621], [-4.02978, 1.82360, -3.40311], [0.32041, -7.22679, -0.09797], [0.56328, -2.22907, -4.67761], [2.38264, -3.30874, 0.88794], [1.62562, -6.80238, -1.26042], [1.25582, 2.87883, -2.80766], [4.72178, 2.03343, -1.62585], [0.73662, 0.09983, -4.64752], [4.11733, 0.96185, 4.16084], [-4.37271, -0.98226, 0.69222], [6.17187, 0.28954, 1.90092], [0.90840, 2.10021, 0.68464], [0.31432, 0.61637, 4.04708], [1.35055, -3.74726, 2.11277], [-1.96109, -2.08482, -1.80016]], "forces_ev_per_a": [[0.1, -0.1, 0.2], [0.0, 0.0, 0.0], [0.0, 0.0, 0.0], [0.0, 0.0, 0.0], [0.0, 0.0, 0.0], [0.0, 0.0, 0.0], [0.0, 0.0, 0.0], [0.0, 0.1, -0.1], [0.0, 0.0, 0.0], [-0.1, 0.0, 0.0], [-0.2, 0.0, 0.2], [0.0, 0.0, 0.0], [0.0, 0.0, 0.0], [0.0, 0.0, 0.0], [0.0, 0.0, 0.0], [0.0, -0.1, 0.1], [0.0, 0.0, 0.1], [0.1, 0.0, 0.0], [0.0, 0.0, 0.0], [0.0, 0.0, 0.0], [-0.3, -0.1, -0.2], [0.0, 0.1, 0.1], [0.0, 0.0, -0.1], [0.0, 0.0, 0.0], [0.0, 0.0, 0.0], [0.0, 0.0, 0.0], [0.0, 0.0, 0.0], [0.0, 0.0, 0.0], [0.0, 0.0, 0.0], [-0.1, 0.0, 0.0], [0.0, 0.0, 0.1], [0.0, 0.0, 0.0], [0.0, 0.0, 0.0], [0.0, 0.0, 0.0], [0.0, 0.0, 0.1], [0.0, 0.0, 0.0], [0.0, 0.0, 0.0], [0.0, 0.0, 0.0], [0.0, 0.0, 0.0], [-0.1, 0.0, 0.0], [0.0, 0.0, -0.1], [0.0, 0.0, 0.0], [0.0, 0.0, -0.1], [0.1, 0.0, 0.0], [0.2, 0.0, -0.2], [0.0, 0.0, 0.0], [0.0, 0.0, 0.0], [0.0, 0.0, 0.0], [0.0, 0.0, -0.1], [0.0, 0.0, 0.0], [0.0, 0.0, 0.0], [0.0, 0.0, 0.0], [0.0, 0.0, 0.0], [0.0, 0.0, 0.0], [0.0, 0.0, 0.0], [0.0, 0.0, 0.0], [0.0, 0.0, 0.0], [0.0, 0.0, 0.0], [0.0, 0.0, 0.0], [0.0, 0.0, 0.0], [0.0, 0.0, 0.0], [0.0, 0.0, 0.0], [0.0, 0.0, 0.0], [0.0, 0.0, 0.0], [0.0, 0.0, 0.0], [0.0, 0.0, 0.0], [0.0, 0.0, 0.0], [0.0, 0.0, 0.0], [0.0, 0.0, 0.0], [0.0, 0.0, 0.0], [0.0, 0.0, 0.0], [0.0, 0.0, 0.0], [0.0, 0.0, 0.0], [0.0, 0.0, 0.0], [0.0, 0.0, 0.0], [0.0, 0.0, 0.0], [0.0, 0.0, 0.0], [0.0, 0.0, 0.0], [0.0, 0.0, 0.0], [0.0, 0.0, 0.0], [0.0, 0.0, 0.0], [0.0, 0.0, 0.0], [0.0, 0.0, 0.0], [0.0, 0.0, 0.0], [0.0, 0.0, 0.0], [0.1, 0.1, 0.0]], "spin_multiplicity": 1, "mol_weight_g_mol": 906.2, "de_lowest_kcal_mol": 23.82}

***

What is the formula in the third record?
C25H40F3N4O10SSi2Tl